A 40-piece molecular cluster, H80O40 overall at a distorted geometry. Source: the Open Molecules 2025 dataset; level of theory: ωB97M-V/def2-TZVPD.

The geometry in ORCA input format:
```
! RIJCOSX wB97M-V def2-TZVPD def2/J DEFGRID3
* xyz 0 1
H -2.1812 2.9849 4.4171
H -0.7328 3.2982 4.7125
O -1.6079 3.7200 4.5183
H 5.2728 -1.1125 2.5717
H 6.0135 0.1770 2.4203
O 5.9716 -0.6048 2.8131
H -1.5696 0.5685 -3.7613
H -0.4100 0.4986 -5.0110
O -0.7982 0.0829 -4.2566
H 1.3633 -3.3858 -1.6620
H 1.6265 -2.7179 -0.6113
O 1.1374 -3.5076 -0.7944
H 1.1893 -3.7626 4.5555
H 1.0705 -2.6433 3.3975
O 1.6523 -2.9606 4.2162
H 0.0968 1.6774 5.0649
O 0.9894 2.1952 4.9880
H 3.1976 -2.6897 3.1451
O 3.5585 -1.9850 2.4891
H 2.1949 -0.2024 0.2557
H 2.7779 -1.6633 0.3259
O 2.0113 -1.1486 -0.0766
H -3.9071 1.7786 1.7324
H -4.8606 2.4428 2.5572
O -3.8652 2.5513 2.2992
H 2.7719 -2.6309 5.7086
H 2.6308 -1.1015 5.5815
O 2.5719 -1.8191 6.1847
H 5.8117 -2.6626 0.7180
H 6.0910 -1.6944 -0.1533
O 5.4002 -2.3028 -0.0076
H 2.5769 -5.2523 -0.5135
O 3.1961 -5.5833 0.1663
H -0.3652 0.1319 2.6361
H -1.5194 -0.2589 3.0317
O -0.8982 0.4589 3.2433
H -1.4799 2.6220 1.9271
H -0.5476 3.3648 2.7234
O -0.6942 3.1659 1.8095
H -0.8336 -2.7365 -5.7827
H -0.1331 -1.4262 -5.0282
O -0.0004 -2.3184 -5.4665
H -3.9862 -0.8972 4.0163
H -4.2361 -0.9782 2.4181
O -4.3923 -0.4009 3.2107
H -0.5934 -3.5982 1.2077
H 0.9294 -3.4625 1.1774
O 0.2104 -3.3899 1.7058
H -0.9491 2.1092 -0.2197
H -0.9027 3.2786 -1.1609
O -1.3023 2.8916 -0.5005
H -3.6313 0.6953 -3.6628
O -3.3446 0.1365 -3.1349
H -4.2918 -4.7425 -1.0494
H -4.9153 -3.2960 -1.4904
O -4.9597 -4.0899 -0.7552
H 0.1349 -4.3230 -3.4574
O -0.6911 -4.2779 -3.9185
H 1.1113 4.0868 -2.5311
H 1.0729 4.0339 -0.9190
O 0.9081 3.5697 -1.7644
H -1.3468 -5.8261 -1.1591
H -1.5818 -4.4784 -2.2362
O -1.6799 -5.1111 -1.3437
H -1.9952 2.7295 -4.0673
H -2.3871 3.8670 -4.9878
O -1.8866 3.3878 -4.5127
H -2.1366 -2.6898 1.9137
H -3.6662 -2.9505 2.5396
O -2.9766 -2.3592 2.2488
H -5.2810 -1.0839 -0.4668
H -4.6450 -2.0509 0.5755
O -4.4085 -1.6345 -0.2228
H 2.2710 5.9344 -1.8669
H 1.1771 6.3156 -1.0758
O 1.4112 6.1306 -1.8988
H -1.2743 5.1758 -4.1597
H -0.6520 5.3674 -2.6412
O -0.4229 5.2142 -3.5660
H 2.6486 4.4472 -3.6265
H 3.5800 3.2088 -3.9851
O 3.5289 4.1604 -3.8312
H -5.8819 -3.2685 1.0107
H -5.2712 -3.9847 1.9945
O -5.3272 -3.1347 1.7228
H -1.2919 -1.1162 -0.9886
H -0.2797 -1.7706 -0.1623
O -0.9876 -1.1514 -0.1946
H 0.8895 0.6209 0.2852
O 0.6818 0.9690 -0.4777
H 2.6181 2.7727 1.5778
H 1.5406 3.6000 2.7615
O 2.0770 2.8101 2.3443
H -3.7319 -0.6075 -2.6695
H 1.3028 1.8378 4.0946
H -0.7656 -3.3480 -4.0058
H 3.6439 -1.3084 3.3092
H 2.8937 -5.0092 0.9009
H 1.1408 1.7381 -0.6233
O -3.7215 3.2063 -1.2814
H -2.9417 3.5989 -0.7900
H -4.6834 3.4489 -0.7898
O 2.0169 -1.0385 -2.8624
H 1.1432 -0.6884 -2.8737
H 1.9561 -0.8342 -1.9155
O 2.6131 -3.1593 -3.4826
H 3.3813 -2.9669 -3.0680
H 2.5482 -2.5741 -4.2445
O -4.1776 0.8964 0.2088
H -3.6221 0.2603 0.4836
H -3.8607 1.6475 -0.3901
O 1.3234 5.1740 2.7128
H 1.1084 5.1685 1.9024
H 0.3380 5.1304 3.0686
O 4.3864 0.1402 0.2186
H 4.4867 1.0928 0.1502
H 4.6589 -0.5655 -0.3327
O 3.9073 1.4284 -1.7411
H 2.9164 1.7988 -1.5794
H 3.7546 0.5389 -2.1598
*
```

Output
- molecular weight (g/mol) = 720.60
- total energy (Eh) = -3056.9450